This record from the Open Molecules 2025 dataset describes a structure of composition CHNO2 in a non-equilibrium geometry. The level of theory is ωB97M-V/def2-TZVPD.

```
5
Properties=species:S:1:pos:R:3:mulliken_charge:R:1
C 1.56 1.13 -0.37 0.735
N 0.55 -0.19 0.51 -0.453
O 1.64 2.27 -0.28 -0.278
O 1.55 -0.05 -0.67 -0.206
H -0.31 -0.16 0.06 0.201
```

* gap between HOMO and LUMO: 10.2 eV
* energy relative to the best compared isomer or geometry (same formula, charge and spin): 1.273 eV
* charge: 0
* LUMO: 0.0172 hartree
* HOMO level: -9.702 eV